1.
C21H47N5O17S3 | the ωB97M-V functional and the def2-TZVPD basis

Properties
HOMO level = -8.6 eV
Frontier orbital gap = 8.9 eV
Energy relative to the best compared isomer or geometry (same formula, charge and spin) = 0.000 eV
Net charge = 0
Multiplicity = 1
DFT total energy = -3575.7717 a.u.

Positions of all 93 atoms, in Å:
C 1.917714 4.367558 -5.193302
C 0.539698 5.040003 -5.344723
O -0.322086 3.914837 -5.388870
S 0.125287 2.862460 -4.279218
O -0.297362 1.582532 -4.721384
O -0.233657 3.314183 -2.975896
O 1.683765 3.167877 -4.466484
H 2.670989 4.972602 -4.685549
H 2.399907 4.185932 -6.156454
H 0.452272 5.555946 -6.297096
H 0.296839 5.739643 -4.545484
C 4.811371 -4.178757 4.339134
C 3.594510 -5.014819 3.879688
O 2.499138 -4.128904 3.869920
S 3.033031 -2.658450 3.456619
O 2.256618 -1.615085 4.028820
O 3.296179 -2.676079 2.055302
O 4.330153 -2.843843 4.414426
H 5.616704 -4.230127 3.600352
H 5.292901 -4.408519 5.287542
H 3.433374 -5.903391 4.486807
H 3.789519 -5.412882 2.880827
C -1.022844 -4.700622 3.000607
C -2.430367 -5.202175 3.434980
O -3.284183 -4.728626 2.366158
S -2.455332 -5.054014 1.023505
O -2.974294 -4.369170 -0.093465
O -2.194548 -6.459142 0.916794
O -1.150811 -4.294105 1.644978
H -0.365510 -5.569857 3.030186
H -0.662552 -3.885108 3.620737
H -2.856847 -4.694534 4.293622
H -2.399494 -6.286566 3.491353
C 2.800890 2.335239 -1.684975
C 2.840062 0.917059 -2.170810
O 3.306069 0.622064 -3.267172
N 2.382673 -0.000673 -1.288981
C 2.504658 -1.430460 -1.541937
H 2.988703 3.094800 -2.433263
H 3.593431 2.461450 -0.941442
H 1.842487 2.565950 -1.213422
H 1.811154 0.319612 -0.515134
H 1.503962 -1.674616 -1.912241
H 2.843638 -1.940768 -0.644393
H 3.171388 -1.707846 -2.353878
C -0.599832 2.547827 4.224982
C 0.879994 2.595815 3.914720
O 1.666659 2.990904 4.765560
N 1.238888 2.279686 2.660830
C 2.619559 2.456092 2.229914
H -0.826692 3.081114 5.144161
H -0.873061 1.525528 4.527958
H -1.254711 2.787765 3.390738
H 0.733945 1.781817 1.927946
H 2.783625 1.769527 1.399033
H 3.356526 2.212710 2.995478
H 2.828787 3.480502 1.911789
C -2.734784 3.142489 0.409660
C -3.466270 3.974162 1.448994
O -3.368161 3.786168 2.648656
N -4.299872 4.911760 0.918728
C -5.060927 5.849968 1.718347
H -2.786059 3.658419 -0.547695
H -3.351160 2.234831 0.393924
H -1.730671 2.775947 0.603014
H -4.119964 5.090294 -0.052768
H -4.730634 5.869317 2.754322
H -6.105684 5.537209 1.780291
H -4.952919 6.825330 1.250921
C 0.612416 -2.502216 -4.763384
C -0.675988 -2.816527 -4.072955
O -0.712194 -3.313195 -2.956527
N -1.790332 -2.445361 -4.742109
C -3.132953 -2.739884 -4.304016
H 1.462572 -2.925724 -4.236677
H 0.769422 -1.418584 -4.682611
H 0.663517 -2.706333 -5.832380
H -1.700418 -2.208862 -5.716015
H -3.361105 -2.211494 -3.375208
H -3.174422 -3.815151 -4.091785
H -3.920902 -2.504125 -5.012187
C -1.307850 0.085873 -1.270218
C -0.627114 0.146699 0.076129
O 0.278876 0.935657 0.367283
N -1.239625 -0.615992 0.989343
C -0.726705 -0.777138 2.337730
H -1.126206 -0.857146 -1.787422
H -1.000258 0.903001 -1.926664
H -2.378402 0.298740 -1.217093
H -1.980010 -1.231140 0.696583
H 0.341594 -0.584878 2.421820
H -0.870521 -1.783756 2.719944
H -1.229162 -0.028265 2.952117

Cartesian forces (eV/Å) of the 2 atoms listed first:
C 0.51 0.97 -0.26
C 0.87 0.10 -0.37

Atom charges from the Löwdin analysis, given in e for atoms 1 to 2:
1 C -0.15
2 C -0.16

2.
C21H47NO5P2 | the ωB97M-V functional and the def2-TZVPD basis

Properties
HOMO level = -8.7 eV
Frontier orbital gap = 8.9 eV
SMILES = CCOC[C@@H]1C[C@@](P(C)C)(P(=O)(O)O)C(=O)N1.CCCCCC.CCCCCC
Net charge = 0
Multiplicity = 1
DFT total energy = -1942.1201 a.u.

Positions of all 76 atoms, in Å:
C -1.295633 1.933578 6.399198
C -0.145168 1.572413 5.472665
O 0.105755 0.177975 5.570033
C 0.948074 -0.322568 4.552923
C 0.417536 -1.657002 4.070472
C 1.165100 -2.133256 2.801313
C 0.048393 -2.687601 1.867520
P 0.434942 -2.364828 0.050467
C -1.107593 -2.867589 -0.826802
C 1.589953 -3.694956 -0.504558
P -0.305562 -4.388942 2.417071
O -0.915106 -4.538004 3.732516
O 1.157668 -5.060898 2.287689
O -1.170436 -5.091826 1.266999
C -1.083330 -1.716439 2.288893
O -1.842293 -1.133825 1.546822
N -0.976266 -1.549121 3.640887
H -1.097797 2.865667 6.925287
H -2.240431 2.029048 5.867868
H -1.402179 1.151440 7.150417
H 0.758640 2.126856 5.751106
H -0.381716 1.816281 4.431847
H 0.998089 0.387739 3.718285
H 1.961389 -0.468425 4.945501
H 0.503612 -2.388888 4.874164
H 1.920209 -2.876776 3.042783
H 1.638947 -1.284400 2.302834
H -1.203190 -2.217041 -1.694565
H -1.089310 -3.905297 -1.162691
H -1.975103 -2.720091 -0.193556
H 1.270766 -3.986259 -1.505496
H 2.598969 -3.293538 -0.581443
H 1.630249 -4.590201 0.114229
H 1.115199 -6.022463 2.242489
H -0.665588 -5.449596 0.529486
H -1.500907 -0.766548 4.010629
C 0.568512 -2.693154 -4.408663
C -0.277080 -3.034034 -5.630766
C 0.022386 -2.153026 -6.842791
C -0.235938 -0.660055 -6.627751
C -1.660418 -0.311077 -6.198283
C -2.720008 -0.711043 -7.219264
H 0.384694 -1.675755 -4.058905
H 0.343151 -3.367523 -3.581020
H 1.633972 -2.781682 -4.633373
H -1.337014 -2.963300 -5.370715
H -0.104140 -4.077212 -5.908054
H -0.565774 -2.508358 -7.693028
H 1.071143 -2.286117 -7.127155
H -0.006924 -0.131626 -7.558632
H 0.464049 -0.271050 -5.883335
H -1.715867 0.766915 -6.026851
H -1.885916 -0.779433 -5.235901
H -2.528632 -0.236123 -8.184196
H -3.715733 -0.410099 -6.891566
H -2.741126 -1.790408 -7.378318
C -0.469878 2.784638 1.566504
C 0.721964 3.548179 2.135680
C 0.441884 5.029364 2.383398
C 0.083653 5.831098 1.130314
C 1.132003 5.784856 0.019569
C 2.483721 6.356693 0.433251
H -0.767441 3.168985 0.589924
H -0.244246 1.723951 1.439841
H -1.335608 2.861579 2.229558
H 1.582012 3.435236 1.469527
H 1.017830 3.090729 3.084400
H 1.311567 5.479166 2.870205
H -0.381989 5.118606 3.099310
H -0.078855 6.873915 1.421043
H -0.871534 5.479093 0.731768
H 0.752346 6.345994 -0.838167
H 1.261675 4.756138 -0.328224
H 2.382669 7.392903 0.763942
H 3.189647 6.339841 -0.398017
H 2.929353 5.788574 1.251456

Cartesian forces (eV/Å) of the 2 atoms listed first:
C 0.07 -0.06 0.10
C 0.06 0.09 0.12

Atom charges from the Löwdin analysis, given in e for atoms 1 to 2:
1 C -0.06
2 C -0.27

3.
C21H47O11PS2 | the ωB97M-V functional and the def2-TZVPD basis

Properties
HOMO level = -10.6 eV
Frontier orbital gap = 10.6 eV
SMILES = CCCCCCCCCCC[C@]1(S(C)(=O)=O)OS(=O)(=O)O[C@H]1CP(=O)(O)O.CC(C)O.CC(C)O
Net charge = 0
Multiplicity = 1
DFT total energy = -2793.7514 a.u.

Positions of all 82 atoms, in Å:
C 4.974856 -2.068530 4.234685
C 5.477611 -1.411268 2.927384
C 4.406414 -1.316057 1.823544
C 3.812160 0.093074 1.710484
C 2.797047 0.203601 0.552319
C 1.365846 0.457787 1.027673
C 1.210417 1.807134 1.752486
C -0.255827 2.299095 1.724090
C -0.925881 2.325133 3.100569
C -2.474337 2.326800 3.009037
C -3.146575 1.239691 3.860436
C -3.306344 -0.126559 3.187527
S -4.471543 0.029524 1.750068
C -3.483950 0.254757 0.291181
O -5.235974 -1.176188 1.639226
O -5.204779 1.253119 1.950669
O -4.091612 -0.942229 4.103363
S -3.170378 -1.627444 5.191263
O -3.627127 -2.942758 5.449566
O -2.922102 -0.758585 6.291493
O -1.818176 -1.582212 4.292816
C -1.998759 -0.925457 3.045299
C -1.676193 -1.872092 1.885126
P -2.734245 -3.318956 1.621790
O -3.693663 -3.606532 2.679727
O -3.371860 -3.089648 0.167586
O -1.719902 -4.550627 1.428109
H 4.932949 -1.339390 5.041831
H 5.637081 -2.874487 4.535831
H 3.965983 -2.460736 4.125003
H 5.821996 -0.403519 3.149231
H 6.325479 -1.987876 2.565446
H 4.860500 -1.553870 0.860825
H 3.600219 -2.023096 2.018108
H 4.629623 0.792063 1.541602
H 3.347346 0.332924 2.667253
H 3.062731 1.063858 -0.057927
H 2.825666 -0.694727 -0.062117
H 0.723460 0.455748 0.149440
H 1.068856 -0.338356 1.720230
H 1.819517 2.525308 1.202878
H 1.560602 1.725963 2.777391
H -0.833310 1.605418 1.111657
H -0.302245 3.286762 1.269337
H -0.607671 3.205941 3.655409
H -0.592264 1.462023 3.675951
H -2.806173 2.298613 1.974207
H -2.819290 3.287809 3.387713
H -2.577688 1.119451 4.779021
H -4.152775 1.546284 4.128283
H -3.923034 1.063437 -0.279379
H -2.470666 0.538515 0.574329
H -3.432065 -0.685947 -0.248320
H -1.192924 -0.194390 2.983678
H -0.695826 -2.288903 2.112190
H -1.563707 -1.329878 0.948509
H -4.028129 -3.787380 0.055746
H -1.255420 -4.517609 0.585557
C 2.947751 2.957506 -3.282429
C 2.464133 1.525151 -3.115553
C 1.851355 0.984565 -4.397216
O 1.520451 1.445785 -2.045422
H 2.110821 3.612995 -3.538983
H 3.383081 3.326413 -2.353062
H 3.696826 3.033461 -4.071390
H 3.300603 0.892531 -2.814433
H 0.979711 1.578930 -4.685312
H 1.508886 -0.040482 -4.256816
H 2.569205 1.003332 -5.218767
H 0.764131 1.992730 -2.282888
C -2.210871 0.325622 -7.888804
C -0.879796 0.047569 -7.207651
C 0.072710 -0.708674 -8.120973
O -1.089828 -0.688224 -6.000490
H -2.703743 -0.613132 -8.155580
H -2.877260 0.868400 -7.218376
H -2.077070 0.913401 -8.797770
H -0.419784 0.989728 -6.906221
H -0.354064 -1.677020 -8.395943
H 1.018768 -0.897792 -7.613150
H 0.273908 -0.150047 -9.035940
H -1.493871 -1.527271 -6.243259

Cartesian forces (eV/Å) of the 2 atoms listed first:
C 0.08 0.47 -0.16
C -0.53 -0.41 0.17

Atom charges from the Löwdin analysis, given in e for atoms 1 to 2:
1 C -0.10
2 C -0.25

> Which formula does entry 2 have?

C21H47NO5P2